# 1
This record from the Open Molecules 2025 dataset describes a cluster of 2 separate species, C5H14N2O2 in total at a distorted geometry. The level of theory is the ωB97M-V functional and the def2-TZVPD basis.

Each line ends with the Löwdin charge.
Geometry (Å):
C1 0.8797 1.5675 -0.9669  -0.08
C2 1.2055 2.0676 0.4700  -0.24
N1 1.0778 1.0546 1.5494  -0.09
C3 1.0677 -0.3853 1.1627  -0.13
C4 -0.3268 -0.8220 0.7797  -0.48
O1 -1.2877 -0.3042 1.3551  0.03
N2 -0.5979 -1.9631 0.0457  0.02
C5 0.0544 -2.1399 -1.2580  -0.08
H1 1.8544 1.2708 -1.3650  0.07
H2 0.5375 2.4617 -1.4896  0.07
H3 0.0957 0.8365 -0.9499  0.04
H4 2.2902 2.2445 0.5129  0.10
H5 0.5528 2.8775 0.8259  0.11
H6 0.1736 1.2068 1.9932  0.08
H7 1.3780 -1.0713 1.9508  0.13
H8 1.8739 -0.3633 0.4259  0.11
H9 -1.6218 -1.9801 -0.0172  0.13
H10 0.7091 -2.9997 -1.0086  0.09
H11 -0.5880 -2.3468 -2.1085  0.08
H12 0.7702 -1.3773 -1.5775  0.07
O2 -3.7532 -0.0009 -0.3214  -0.07
H13 -2.9629 0.5238 -0.5109  0.02
H14 -3.3822 -0.3575 0.5022  0.01

Relative energy (zero: lowest compared OMol25 entry of this formula, charge and spin) (kcal/mol): 47.8
SMILES: CCNCC(=O)NC.O
M (g/mol): 134.18
Kohn-Sham gap (eV): 9.7
Net charge: 0
Highest occupied orbital energy (eV): -9.00

---

# 2
This record from the Open Molecules 2025 dataset describes a cluster of 2 separate species, C5H14N2S in total at a distorted geometry. The level of theory is the ωB97M-V functional and the def2-TZVPD basis.

Each line ends with the Löwdin charge.
Geometry (Å):
C1 0.0607 2.2227 -2.8414  -0.19
N1 0.9947 2.3897 -1.7574  -0.10
C2 0.9634 1.5556 -0.6794  -0.37
N2 0.9452 1.9876 0.5669  0.06
H1 0.4800 2.6509 -3.8228  0.09
H2 -0.0243 1.1197 -2.9799  0.06
H3 -0.9423 2.6037 -2.6352  0.06
H4 1.0193 3.3143 -1.3689  0.10
H5 1.1180 0.5155 -0.8790  0.08
H6 0.7135 1.1995 1.1585  -0.05
C3 -1.7274 -0.2552 2.0618  -0.20
C4 -1.0659 -1.5410 1.4385  -0.62
S1 0.7306 -1.5657 1.6104  0.51
C5 1.2474 -2.9023 0.4569  -0.57
H7 -2.8033 -0.3764 2.0351  0.05
H8 -1.5205 0.6039 1.4329  0.04
H9 -1.4385 -0.0208 3.0978  0.07
H10 -1.4453 -1.6436 0.4523  0.03
H11 -1.4314 -2.3794 2.0422  0.04
H12 1.1505 -3.8865 0.8927  -0.03
H13 0.6729 -2.8545 -0.4771  -0.02
H14 2.3028 -2.7376 0.1952  -0.02

Relative energy (zero: lowest compared OMol25 entry of this formula, charge and spin) (kcal/mol): 30.5
Expectation value of S²: 0.750
M (g/mol): 134.25
Kohn-Sham gap (alpha / beta) (eV): 2.3 / 8.5
Multiplicity: 2
Net charge: -1
Highest occupied orbital energy (alpha / beta) (eV): 1.14 / -5.11

---

# 3
This record from the Open Molecules 2025 dataset describes a cluster of 2 separate species, C5H14N2S in total at a distorted geometry. The level of theory is the ωB97M-V functional and the def2-TZVPD basis.

Each line ends with the Löwdin charge.
Geometry (Å):
C1 1.1085 1.5692 1.0854  -0.28
C2 2.1421 0.8734 0.1349  -0.61
S1 1.6343 -0.7703 -0.5998  0.65
C3 -0.4257 1.3028 0.9261  -0.27
N1 -0.9114 1.1099 -0.4878  -0.12
C4 -2.0469 0.1776 -0.6442  -0.26
C5 -1.9221 -1.3450 -0.6824  -0.31
N2 -1.3187 -1.8338 0.5508  -0.05
H1 1.2889 1.2310 2.1479  0.10
H2 1.1671 2.7306 1.1914  0.13
H3 2.2380 1.4981 -0.8136  0.08
H4 3.0979 0.7456 0.6684  0.05
H5 1.2858 -1.0859 1.5648  0.21
H6 -0.7004 0.3746 1.5334  0.09
H7 -0.9346 2.1376 1.3851  0.09
H8 -0.0764 0.8456 -1.0904  0.05
H9 -2.4838 0.4426 0.3292  0.10
H10 -2.7560 0.6919 -1.3677  0.12
H11 -1.3822 -1.6375 -1.6043  0.09
H12 -2.9823 -1.6616 -0.8038  0.11
H13 -1.0814 -2.9008 0.4156  0.11
H14 -0.3555 -1.4865 0.6821  -0.10

Relative energy (zero: lowest compared OMol25 entry of this formula, charge and spin) (kcal/mol): 111.2
M (g/mol): 134.25
Kohn-Sham gap (eV): 6.2
Net charge: 0
Highest occupied orbital energy (eV): -8.25

---

# 4
This record from the Open Molecules 2025 dataset describes the ion C5H14N2S with charge +1 at a distorted geometry. The level of theory is the ωB97M-V functional and the def2-TZVPD basis.

Each line ends with the Löwdin charge.
Geometry (Å):
C1 0.8981 0.7274 2.3513  0.03
N1 0.4764 0.8227 0.9004  0.11
C2 -0.0006 -0.2655 0.1020  -0.30
C3 -0.8377 0.0606 -1.1442  -0.24
C4 -2.2207 0.6009 -0.7557  -0.44
S1 -3.3966 1.0652 -2.2989  0.68
C5 1.1978 -0.9731 -0.6598  -0.14
N2 2.3916 -1.3341 0.1920  0.12
H1 0.1133 0.8672 3.0849  0.11
H2 1.4741 1.5568 2.6315  0.09
H3 1.3127 -0.2501 2.5158  0.09
H4 1.2511 1.1922 0.4212  0.12
H5 -0.3927 -0.9941 0.8639  0.18
H6 -0.9560 -0.9349 -1.5597  0.11
H7 -0.3946 0.8541 -1.8296  0.15
H8 -2.7844 -0.2058 -0.1993  0.08
H9 -2.0795 1.5375 -0.1193  0.09
H10 -3.1308 0.1919 -3.2225  -0.20
H11 1.5009 -0.5159 -1.6399  0.15
H12 0.6402 -1.8556 -1.0397  0.13
H13 2.2107 -1.7048 1.0058  0.00
H14 2.7265 -0.4426 0.3996  0.05

Relative energy (zero: lowest compared OMol25 entry of this formula, charge and spin) (kcal/mol): 67.1
Expectation value of S²: 0.755
M (g/mol): 134.25
Kohn-Sham gap (alpha / beta) (eV): 9.4 / 4.4
Multiplicity: 2
Net charge: +1
Highest occupied orbital energy (alpha / beta) (eV): -12.43 / -12.39

---

# 5
This record from the Open Molecules 2025 dataset describes the ion C5H14N3 with charge +1 at a distorted geometry. The level of theory is the ωB97M-V functional and the def2-TZVPD basis.

Each line ends with the Löwdin charge.
Geometry (Å):
C1 0.3686 0.3485 1.1927  -0.03
C2 1.3010 -0.4547 0.2700  -0.32
C3 -0.9393 0.7169 0.3205  -0.46
C4 2.2316 0.5499 -0.5205  -0.05
C5 -2.3195 -1.4067 -0.0548  -0.05
N1 -1.4256 -0.2767 -0.4402  0.10
N2 -0.5195 1.9424 -0.3198  0.11
N3 0.5930 -1.1661 -0.7658  0.18
H1 -0.0633 -0.2735 1.9345  0.10
H2 0.7380 1.2357 1.6392  0.11
H3 2.0749 -1.0254 0.8091  0.16
H4 -1.6870 0.8790 1.1240  0.19
H5 3.1222 0.0291 -0.9757  0.11
H6 2.5831 1.3227 0.1566  0.09
H7 1.8464 0.9822 -1.3598  0.03
H8 -1.5628 -2.2374 0.1295  0.10
H9 -3.0057 -1.2914 0.8032  0.10
H10 -2.8785 -1.6657 -1.0871  0.14
H11 -0.1635 2.5601 0.3364  0.07
H12 -1.2690 2.2248 -0.9585  0.11
H13 0.5641 -0.9121 -1.7100  0.12
H14 0.4106 -2.0818 -0.5236  0.09

Relative energy (zero: lowest compared OMol25 entry of this formula, charge and spin) (kcal/mol): 127.0
M (g/mol): 116.19
Kohn-Sham gap (alpha / beta) (eV): 7.6 / 7.6
Net charge: +1
Highest occupied orbital energy (alpha / beta) (eV): -13.76 / -13.76

---

# 6
This record from the Open Molecules 2025 dataset describes a cluster of 2 separate species, C5H14N3 in total at a distorted geometry. The level of theory is the ωB97M-V functional and the def2-TZVPD basis.

Each line ends with the Löwdin charge.
Geometry (Å):
C1 2.7269 -1.5918 -0.1578  -0.01
C2 -2.9970 -0.9894 -0.0734  0.02
C3 -1.7955 0.9232 0.9084  -0.01
C4 -0.0883 0.6553 -1.3423  -0.11
C5 2.7035 0.7330 0.5756  -0.07
N1 -1.8777 -0.0595 -0.1073  -0.22
N2 -1.1882 -0.1279 -1.1374  0.10
N3 2.1077 -0.5269 0.0543  -0.15
H1 2.0120 -2.3778 -0.3268  0.08
H2 3.7001 -1.7773 0.3067  0.10
H3 -2.8408 -1.8375 -0.7299  0.10
H4 -2.8776 -1.4497 0.8445  0.08
H5 -3.9736 -0.4768 -0.3819  0.15
H6 -1.0706 1.7088 0.5802  0.09
H7 -2.7715 1.2733 1.4186  0.15
H8 -1.0635 0.5289 1.7337  0.15
H9 -0.0907 0.8048 -2.4758  0.14
H10 0.0754 1.6398 -0.9544  0.07
H11 0.8210 0.0616 -0.8757  0.09
H12 2.3115 1.5404 -0.0600  0.08
H13 3.7938 0.7005 0.6336  0.09
H14 2.3831 0.6451 1.5671  0.07

Relative energy (zero: lowest compared OMol25 entry of this formula, charge and spin) (kcal/mol): 128.6
M (g/mol): 116.19
Kohn-Sham gap (alpha / beta) (eV): 8.7 / 8.7
Net charge: +1
Highest occupied orbital energy (alpha / beta) (eV): -13.24 / -13.24

---

# 7
This record from the Open Molecules 2025 dataset describes a cluster of 2 separate species, C5H14N3 in total at a distorted geometry. The level of theory is the ωB97M-V functional and the def2-TZVPD basis.

Each line ends with the Löwdin charge.
Geometry (Å):
C1 0.2583 2.3937 -0.3680  -0.18
C2 -0.3995 -1.4146 -1.1245  -0.03
C3 1.1911 -1.1174 0.9125  -0.01
C4 -1.2809 -1.6120 1.2065  0.01
C5 -0.1886 -0.9383 0.2405  -0.68
N1 1.4737 2.5791 -0.8566  0.12
N2 -0.6125 3.3754 -0.5366  0.14
N3 -0.7429 0.2446 0.6702  0.21
H1 -1.2332 -1.0402 -1.6999  0.10
H2 0.4037 -1.2762 -1.8295  0.09
H3 -0.4867 -2.4994 -1.1149  0.10
H4 0.9454 -1.2810 1.9529  0.08
H5 1.8525 -0.2210 0.9220  0.10
H6 1.4963 -2.0656 0.4896  0.10
H7 -2.2488 -1.5758 0.6612  0.12
H8 -1.0148 -2.7187 1.0710  0.15
H9 -1.1768 -1.5374 2.2547  0.09
H10 1.5279 3.2427 -1.5783  0.10
H11 2.0081 1.7472 -0.6564  0.10
H12 -0.3970 4.0714 -1.2188  0.11
H13 -1.4902 3.4408 -0.2249  0.06
H14 -0.3522 0.5215 1.6478  0.13

Relative energy (zero: lowest compared OMol25 entry of this formula, charge and spin) (kcal/mol): 139.1
M (g/mol): 116.19
Kohn-Sham gap (alpha / beta) (eV): 7.8 / 7.8
Net charge: +1
Highest occupied orbital energy (alpha / beta) (eV): -13.09 / -13.09

---

# 8
This record from the Open Molecules 2025 dataset describes the ion C5H14N3 with charge +1 at a distorted geometry. The level of theory is the ωB97M-V functional and the def2-TZVPD basis.

Each line ends with the Löwdin charge.
Geometry (Å):
H1 4.1141 0.8866 0.8553  0.05
N1 3.4394 0.1226 0.8492  0.10
C1 2.3886 0.4792 0.2516  -0.32
N2 1.2911 -0.3789 0.2154  -0.03
C2 0.4579 -0.4129 -0.9823  -0.22
C3 -0.5274 0.7674 -1.0519  -0.19
C4 -1.3681 0.9875 0.1982  -0.19
C5 -1.8835 -0.2872 0.8519  -0.10
N3 -2.8318 -1.0234 -0.1458  0.21
H2 2.2734 1.4653 -0.1983  0.13
H3 1.6176 -1.2893 0.5333  0.13
H4 -0.0497 -1.3828 -1.0120  0.11
H5 1.0386 -0.3831 -1.9212  0.13
H6 0.0529 1.6658 -1.2491  0.11
H7 -1.1106 0.6267 -1.9607  0.11
H8 -0.7363 1.4680 0.9489  0.13
H9 -2.2130 1.6466 0.0072  0.12
H10 -2.5120 -0.0274 1.6942  0.13
H11 -1.0805 -0.9849 1.0552  0.11
H12 -2.3830 -1.8691 -0.4893  0.16
H13 -3.7419 -1.2081 0.2698  0.17
H14 -2.9856 -0.4170 -0.9537  0.16

Relative energy (zero: lowest compared OMol25 entry of this formula, charge and spin) (kcal/mol): 39.2
SMILES: [H]/N=C/NCCCC[NH3+]
M (g/mol): 116.19
Kohn-Sham gap (eV): 8.6
Net charge: +1
Highest occupied orbital energy (eV): -12.41

---

# 9
This record from the Open Molecules 2025 dataset describes the ion C5H14N3 with charge +1 at a distorted geometry. The level of theory is the ωB97M-V functional and the def2-TZVPD basis.

Each line ends with the Löwdin charge.
Geometry (Å):
C1 -1.9195 0.0119 -0.3934  -0.22
C2 -0.6663 -2.0195 1.2629  -0.05
C3 1.7765 0.0403 -0.3014  -0.05
C4 0.6748 2.0462 -1.0443  -0.02
C5 -0.6040 0.3092 0.4092  -0.28
N1 -1.6627 -0.1943 -1.5957  0.12
N2 -0.2717 -0.6148 1.3611  -0.08
N3 0.5364 0.6478 -0.6895  -0.22
H1 -2.7995 0.0851 0.1919  0.13
H2 -1.1608 -2.0934 0.3277  0.06
H3 0.1685 -2.7611 1.3382  0.11
H4 -1.4112 -2.1736 1.9915  0.08
H5 2.3934 0.7604 0.2940  0.11
H6 1.6366 -0.8298 0.4743  0.13
H7 2.3391 -0.1192 -1.3112  0.15
H8 0.0594 2.4038 -1.9449  0.14
H9 0.2126 2.4830 -0.1258  0.10
H10 1.7220 2.4020 -1.1724  0.12
H11 -0.6795 1.3017 0.9129  0.14
H12 -2.4933 -0.4341 -2.1930  0.16
H13 0.2634 -0.3274 2.1993  0.17
H14 0.1432 -0.0032 -1.5523  0.20

Relative energy (zero: lowest compared OMol25 entry of this formula, charge and spin) (kcal/mol): 68.3
Expectation value of S²: 2.008
M (g/mol): 116.19
Kohn-Sham gap (alpha / beta) (eV): 7.2 / 5.8
Multiplicity: 3
Net charge: +1
Highest occupied orbital energy (alpha / beta) (eV): -9.87 / -13.51

---

# 10
This record from the Open Molecules 2025 dataset describes the ion C5H14N3O with charge +1 at a distorted geometry. The level of theory is the ωB97M-V functional and the def2-TZVPD basis.

Each line ends with the Löwdin charge.
Geometry (Å):
C1 1.8902 -2.1972 0.7873  -0.04
N1 0.6636 -1.5120 0.4489  0.04
C2 0.3755 -0.8434 -0.6379  -0.33
N2 0.6493 -1.3210 -1.8724  0.24
N3 -0.6422 0.0483 -0.5949  -0.10
O1 -0.9643 0.5257 -1.8236  0.05
C3 -0.9179 0.8684 0.5555  -0.30
C4 -2.0172 1.9752 0.1988  0.02
C5 0.4122 1.5724 1.0228  0.00
H1 2.6207 -2.2293 -0.0585  0.10
H2 2.5176 -1.5674 1.5183  0.13
H3 1.8005 -3.2351 1.0160  0.08
H4 0.0575 -1.1800 1.2275  0.16
H5 1.2525 -2.0061 -2.1949  0.10
H6 0.1848 -0.8552 -2.6623  0.14
H7 -1.8649 0.2569 -1.9752  0.14
H8 -1.2566 0.1366 1.3007  0.14
H9 -1.6423 2.4718 -0.6166  0.06
H10 -2.8386 1.3416 -0.0430  0.08
H11 -2.2945 2.5713 0.9694  0.06
H12 1.1670 0.8015 1.1211  0.06
H13 0.2793 1.9530 1.9921  0.07
H14 0.5679 2.4240 0.3211  0.11

Relative energy (zero: lowest compared OMol25 entry of this formula, charge and spin) (kcal/mol): 68.1
SMILES: CNC(=[NH2+])N(O)C(C)C
M (g/mol): 132.19
Kohn-Sham gap (eV): 10.7
Net charge: +1
Highest occupied orbital energy (eV): -13.87